# 1
This record from the Open Molecules 2025 dataset describes a single C2H6N2O molecule in a non-equilibrium geometry. The level of theory is wB97M-V/def2-TZVPD.

lowest unoccupied orbital energy = 0.0290 Ha
Kohn-Sham gap = 10.42 eV
HOMO = -9.63 eV
net charge = 0
structure (SMILES) = CNC(N)=O
spin multiplicity = 1

Last column: natural (NBO) charge in e.
CARTESIAN COORDINATES (ANGSTROEM)
C1 -1.576 -0.830 -0.446  -0.396
N1 -0.120 -0.834 -0.428  -0.644
C2 0.340 0.304 0.167  0.760
N2 1.706 0.379 0.076  -0.861
O1 -0.410 1.194 0.704  -0.684
H1 -1.996 0.025 -1.017  0.218
H2 -1.732 -0.756 0.546  0.215
H3 -1.707 -1.905 -0.712  0.201
H4 0.671 -1.310 -0.803  0.396
H5 2.223 -0.498 0.058  0.384
H6 2.135 1.244 0.428  0.413

Force components x, y, z for each atom (eV/Å):
1.7 -2.7 -3.0
0.7 3.1 1.4
-1.4 2.1 1.3
0.7 1.1 0.5
2.5 -2.6 -1.8
0.1 -1.1 0.1
-1.7 0.5 3.1
-1.4 1.0 -0.5
-0.9 -1.2 -1.2
0.1 0.8 0.1
-0.2 -1.1 -0.1

=====

# 2
This record from the Open Molecules 2025 dataset describes a molecular structure, C17H29INO2P2Pb in a non-equilibrium geometry. The level of theory is wB97M-V/def2-TZVPD.

lowest unoccupied orbital energy = -0.2071 Ha
Kohn-Sham gap = 4.08 eV
HOMO = -9.71 eV
net charge = +1
spin multiplicity = 1

Last column: natural (NBO) charge in e.
CARTESIAN COORDINATES (ANGSTROEM)
C1 -0.959 3.197 -2.610  -0.239
C2 -1.005 2.182 -1.633  0.272
N1 0.093 1.921 -0.882  -0.510
C3 1.272 2.468 -1.207  0.236
C4 1.391 3.414 -2.227  -0.243
C5 0.249 3.798 -2.925  -0.123
C6 -2.206 1.330 -1.559  -0.825
P1 -2.471 0.442 0.020  1.088
Pb1 -0.086 0.381 1.523  1.032
P2 2.477 0.486 0.451  1.039
C7 2.540 2.099 -0.438  -0.757
C8 -0.111 -1.678 2.685  -0.263
C9 -0.535 -1.683 4.001  -0.274
C10 -0.558 -2.903 4.702  -0.185
C11 -0.144 -4.083 4.069  -0.189
C12 0.279 -4.046 2.735  -0.202
C13 0.291 -2.822 2.029  -0.212
O1 -1.586 -0.461 -3.346  -1.050
O2 0.676 -1.176 -2.943  -1.141
H1 -1.891 3.435 -3.129  0.230
H2 2.376 3.806 -2.454  0.230
H3 0.307 4.537 -3.720  0.239
C14 -3.749 1.289 1.005  -0.959
C15 -3.251 -1.119 -0.502  -0.959
H4 3.404 2.061 -1.125  0.266
H5 2.745 2.876 0.317  0.266
H6 -2.044 0.565 -2.307  0.366
H7 -3.106 1.893 -1.803  0.256
C16 3.742 0.678 1.732  -0.966
C17 3.210 -0.647 -0.772  -0.962
H8 -0.842 -0.757 4.502  0.233
H9 -0.897 -2.927 5.741  0.236
H10 -0.155 -5.033 4.612  0.237
H11 0.602 -4.962 2.233  0.240
H12 0.612 -2.802 0.983  0.234
H13 0.331 -2.513 -2.534  0.148
H14 1.085 -1.203 -3.825  0.454
H15 -0.541 -0.671 -3.233  0.512
H16 -1.992 -0.117 -4.154  0.476
H17 0.113 -3.310 -2.236  -0.258
H18 -4.659 1.435 0.396  0.265
H19 -4.004 0.682 1.891  0.261
H20 -3.371 2.262 1.359  0.260
H21 -4.341 -0.993 -0.552  0.260
H22 -2.850 -1.401 -1.486  0.314
H23 -3.003 -1.898 0.234  0.260
H24 4.197 -0.264 -1.077  0.249
H25 3.330 -1.635 -0.289  0.257
H26 2.530 -0.751 -1.637  0.329
H27 4.734 0.869 1.275  0.264
H28 3.460 1.506 2.409  0.266
H29 3.780 -0.256 2.323  0.263
I1 0.533 2.495 3.376  -0.222

Force components x, y, z for each atom (eV/Å):
-0.3 -0.6 0.2
1.4 1.3 -0.1
-0.2 -0.5 -0.3
0.0 0.5 -0.3
-0.2 -0.4 0.2
0.0 0.0 0.2
-0.5 1.4 2.7
-0.2 0.3 -0.5
0.3 -0.7 0.0
0.3 0.6 -0.9
-0.5 0.0 0.4
-0.1 0.8 -0.3
-0.2 0.0 0.6
0.1 0.1 -0.3
0.0 0.3 -0.2
0.0 0.4 0.0
0.2 -0.7 -0.3
-1.6 0.1 -0.3
0.6 1.5 -0.5
0.4 0.0 0.0
-0.2 0.1 -0.1
0.0 -0.1 0.2
0.1 0.3 0.4
0.6 -0.4 0.4
-0.4 0.0 0.3
-0.1 -0.2 -0.2
0.2 -1.2 -0.9
-0.1 0.0 0.1
0.0 -0.1 0.6
-0.5 -0.7 0.3
0.1 -0.4 -0.1
0.1 0.1 -0.4
0.0 0.4 -0.2
-0.1 0.4 0.1
-0.1 -0.1 0.3
-0.4 -1.7 0.7
-0.1 -0.1 0.4
0.7 -0.5 -0.4
0.8 -0.4 0.0
0.2 0.7 -0.1
0.4 -0.1 0.2
0.1 0.2 -0.4
-0.2 -0.3 -0.2
0.3 0.1 0.1
0.0 0.1 0.2
-0.2 0.1 -0.3
-0.4 0.0 0.2
0.0 0.4 -0.4
0.1 0.0 0.2
-0.6 -0.1 0.2
0.2 -0.4 -0.3
0.1 0.4 -0.2
-0.5 -0.7 -0.8

=====

# 3
This record from the Open Molecules 2025 dataset describes a molecular structure, C52H41As2N4OS4SbSn. The level of theory is wB97M-V/def2-TZVPD.

lowest unoccupied orbital energy = 0.1433 Ha
Kohn-Sham gap = 5.82 eV
HOMO = -1.92 eV
net charge = -2
spin multiplicity = 1

Last column: Mulliken charge in e.
CARTESIAN COORDINATES (ANGSTROEM)
Sn1 -0.921 -1.402 1.034  2.378
C1 -5.627 -0.798 0.371  -1.046
C2 -5.971 -1.649 -0.651  -0.682
C3 -4.962 -2.314 -1.344  -0.792
C4 -3.649 -2.099 -0.971  0.470
N1 -3.317 -1.273 0.033  1.054
C5 -4.279 -0.632 0.682  -0.861
C6 -2.528 -2.772 -1.690  0.306
C7 -2.638 -3.119 -3.031  -0.761
C8 -1.563 -3.740 -3.638  -1.080
C9 -0.416 -3.979 -2.908  -0.400
C10 -0.374 -3.583 -1.575  0.506
N2 -1.421 -3.006 -0.987  0.049
C11 0.822 -3.846 -0.718  0.404
C12 2.009 -4.356 -1.236  -0.523
C13 3.028 -4.677 -0.358  -0.733
C14 2.839 -4.483 1.001  -0.841
C15 1.647 -3.915 1.422  -0.295
N3 0.672 -3.598 0.578  -0.046
H1 -6.364 -0.279 0.967  0.586
H2 -7.009 -1.819 -0.908  0.385
H3 -5.197 -3.011 -2.137  0.507
H4 -3.958 0.021 1.483  0.760
H5 -3.531 -2.873 -3.588  0.348
H6 -1.610 -4.012 -4.685  0.378
H7 0.437 -4.451 -3.371  0.265
H8 2.157 -4.465 -2.299  0.288
H9 3.964 -5.068 -0.736  0.413
H10 3.601 -4.745 1.723  0.522
H11 1.452 -3.690 2.466  0.514
S1 -4.756 -1.345 4.012  -0.582
As1 -2.622 -1.280 4.022  0.302
S2 -1.844 0.423 2.808  -0.681
S3 -1.818 -2.977 2.757  -0.529
S4 -1.692 -1.359 5.933  -0.554
O1 3.121 -1.491 -3.203  -0.835
C16 2.109 -1.192 -2.607  0.622
N4 1.102 -0.935 -2.039  -0.479
C17 1.106 5.479 -2.009  -0.502
C18 0.531 5.057 -0.818  -0.694
C19 -0.132 3.839 -0.764  -0.332
C20 -0.249 3.027 -1.892  0.532
C21 0.346 3.457 -3.074  -0.368
C22 1.016 4.673 -3.134  -0.711
Sb1 -1.174 1.077 -1.649  0.898
C23 -1.424 0.782 -3.781  0.335
C24 -0.870 -0.336 -4.399  -0.690
C25 -1.022 -0.537 -5.767  -0.651
C26 -1.723 0.377 -6.537  -0.607
C27 -2.265 1.507 -5.935  -0.823
C28 -2.111 1.705 -4.571  -0.373
C29 -3.196 1.874 -1.353  0.857
C30 -4.284 1.582 -2.175  -0.251
C31 -5.574 1.965 -1.830  -0.910
C32 -5.807 2.641 -0.641  -0.455
C33 -4.742 2.911 0.207  -0.851
C34 -3.457 2.522 -0.145  -0.355
H12 1.633 6.425 -2.055  0.348
H13 0.613 5.664 0.074  0.429
H14 -0.538 3.513 0.188  0.218
H15 0.303 2.834 -3.961  0.378
H16 1.476 4.985 -4.065  0.385
H17 -0.287 -1.029 -3.803  0.221
H18 -0.575 -1.409 -6.231  0.435
H19 -1.842 0.219 -7.603  0.343
H20 -2.803 2.236 -6.530  0.400
H21 -2.528 2.596 -4.115  0.568
H22 -4.135 1.034 -3.098  0.383
H23 -6.402 1.718 -2.485  0.387
H24 -6.813 2.930 -0.363  0.376
H25 -4.913 3.394 1.161  0.398
H26 -2.660 2.689 0.571  0.015
C35 5.929 -2.127 5.275  -0.457
C36 5.225 -1.028 5.745  -0.699
C37 4.170 -0.498 5.012  -0.384
C38 3.803 -1.061 3.794  -0.273
C39 4.507 -2.176 3.339  -0.274
C40 5.567 -2.701 4.063  -0.585
As2 2.265 -0.457 2.722  0.290
C41 3.219 0.467 1.278  -0.197
C42 4.566 0.271 0.996  -0.302
C43 5.146 0.853 -0.124  -0.659
C44 4.386 1.640 -0.973  -0.656
C45 3.040 1.842 -0.701  -0.140
C46 2.460 1.248 0.408  0.506
C47 1.741 1.063 3.826  0.116
C48 0.766 0.808 4.785  -0.397
C49 0.308 1.829 5.605  -0.406
C50 0.817 3.112 5.465  -0.441
C51 1.782 3.373 4.501  -0.670
C52 2.243 2.351 3.679  -0.193
H27 6.750 -2.538 5.850  0.345
H28 5.494 -0.577 6.693  0.387
H29 3.630 0.359 5.394  0.357
H30 4.225 -2.638 2.399  0.586
H31 6.103 -3.564 3.686  0.394
H32 5.180 -0.334 1.651  0.362
H33 6.194 0.674 -0.337  0.336
H34 4.831 2.079 -1.857  0.337
H35 2.435 2.439 -1.369  0.025
H36 1.397 1.379 0.588  0.499
H37 0.301 -0.169 4.878  0.009
H38 -0.485 1.608 6.309  0.403
H39 0.443 3.916 6.087  0.350
H40 2.173 4.377 4.377  0.378
H41 2.995 2.565 2.929  0.381

Force components x, y, z for each atom (eV/Å):
0.0 0.3 0.5
0.1 0.1 0.1
0.0 -0.1 -0.1
-0.2 0.1 0.1
0.2 0.0 -0.1
0.1 -0.2 -0.1
-0.1 0.0 0.0
-0.1 0.1 0.1
0.0 0.0 0.0
0.1 0.0 -0.1
0.0 0.0 0.0
0.1 0.0 0.1
0.0 -0.1 0.0
-0.1 0.0 -0.2
0.1 0.0 0.0
0.0 0.0 -0.1
0.0 0.0 0.1
0.0 0.1 0.0
-0.2 -0.2 0.1
0.0 0.0 0.0
0.0 0.0 0.0
0.0 0.0 0.0
0.0 0.0 0.0
0.0 0.0 0.0
0.0 0.0 0.0
0.0 0.0 0.0
0.0 0.0 0.0
0.0 0.0 0.0
0.0 0.0 0.0
0.0 0.0 0.0
0.3 0.1 -0.1
-0.1 0.0 0.1
-0.1 -0.2 -0.1
0.0 0.1 0.0
-0.2 -0.1 -0.1
0.2 -0.1 -0.1
0.0 -0.1 -0.1
-0.2 0.1 0.1
0.0 0.0 0.0
0.0 0.0 0.0
0.0 0.0 0.0
0.0 -0.1 0.1
0.0 -0.1 -0.1
0.0 0.0 0.0
-0.2 0.1 -0.2
0.0 0.1 0.1
0.0 0.0 0.0
0.0 0.0 0.0
0.0 0.0 0.0
0.0 0.0 0.0
0.0 0.0 0.1
0.0 -0.1 0.0
0.0 0.0 -0.1
0.0 0.0 0.0
0.0 0.0 0.0
0.0 0.0 0.0
0.0 0.0 0.0
0.0 0.0 0.0
0.0 0.0 0.0
0.0 0.0 0.0
0.0 0.0 0.0
0.0 0.0 0.0
0.0 0.0 0.0
0.0 0.0 0.0
0.0 0.0 0.0
0.0 0.0 0.0
0.0 0.0 0.0
0.0 0.0 0.0
0.0 0.0 0.0
0.0 0.0 0.0
0.0 0.0 0.0
0.0 0.0 0.0
0.0 0.0 0.0
0.0 0.0 0.0
0.0 0.0 0.0
0.0 0.0 -0.1
0.0 0.0 0.0
0.0 0.0 0.0
0.0 0.1 0.1
0.0 -0.1 0.0
0.1 0.1 0.1
0.0 0.0 0.0
0.0 0.0 0.0
0.0 0.0 0.0
0.0 0.0 0.0
0.0 0.0 0.0
0.0 0.0 -0.1
0.0 0.1 0.0
0.0 0.0 0.0
0.1 0.0 0.0
0.1 0.0 0.1
0.0 0.0 0.0
0.0 0.0 0.0
0.0 0.0 0.0
0.0 0.1 0.0
0.0 0.0 0.0
0.0 0.0 0.0
0.0 0.0 0.0
0.0 0.0 0.0
-0.1 0.0 0.0
0.0 0.0 0.0
0.1 0.0 0.0
0.0 0.0 0.0
0.0 0.0 0.0
0.0 0.0 0.0
0.0 0.0 0.0

=====

# 4
This record from the Open Molecules 2025 dataset describes a molecular structure, C42H37I2N2O2P2Ru in a non-equilibrium geometry. The level of theory is wB97M-V/def2-TZVPD.

lowest unoccupied orbital energy (alpha / beta) = -0.2982 / -0.2808 Ha
Kohn-Sham gap (alpha / beta) = 4.71 / 5.18 eV
HOMO (alpha / beta) = -12.82 / -12.83 eV
net charge = +2
spin multiplicity = 2

Last column: Mulliken spin population.
CARTESIAN COORDINATES (ANGSTROEM)
Ru1 -0.117 -0.091 0.098  1.027
I1 1.277 1.716 1.782  0.026
C1 0.765 3.156 0.224  0.003
I2 0.769 2.066 -1.666  -0.031
H1 1.507 3.948 0.181  0.002
H2 -0.234 3.555 0.379  0.000
C2 -2.976 -1.710 -1.373  -0.005
C3 -1.749 -2.411 -1.942  -0.011
P1 -0.362 -2.505 -0.705  0.000
C4 -1.199 -2.964 0.853  -0.018
C5 -2.149 -3.983 0.902  -0.001
C6 -2.765 -4.294 2.100  0.001
C7 -2.440 -3.598 3.255  0.000
C8 -1.497 -2.583 3.216  0.001
C9 -0.877 -2.264 2.020  0.032
C10 0.408 -4.057 -1.230  -0.020
C11 0.684 -4.209 -2.589  -0.006
C12 1.080 -5.440 -3.071  0.002
C13 1.226 -6.508 -2.197  -0.007
C14 1.017 -6.339 -0.836  0.002
C15 0.624 -5.107 -0.344  -0.001
P2 -2.559 -0.059 -0.642  -0.033
C16 -3.820 0.954 -1.482  0.019
C17 -3.742 1.023 -2.873  -0.003
C18 -4.795 1.553 -3.591  0.000
C19 -5.911 2.038 -2.922  -0.001
C20 -5.960 2.019 -1.537  0.001
C21 -4.911 1.488 -0.805  -0.001
C22 -3.085 -0.115 1.108  0.033
C23 -2.480 0.865 1.908  0.007
C24 -2.732 0.929 3.266  0.014
C25 -3.591 0.002 3.838  0.000
C26 -4.209 -0.959 3.050  0.006
C27 -3.970 -1.020 1.686  -0.008
H3 -3.429 -2.326 -0.593  0.001
H4 -3.715 -1.545 -2.162  -0.002
H5 -1.360 -1.861 -2.808  0.001
H6 -2.004 -3.424 -2.267  0.000
H7 -2.386 -4.542 0.006  0.000
H8 -3.497 -5.087 2.136  0.000
H9 -2.917 -3.853 4.188  0.000
H10 -1.230 -2.051 4.116  0.000
H11 -0.080 -1.504 2.017  -0.013
H12 0.590 -3.361 -3.251  0.000
H13 1.271 -5.566 -4.125  0.000
H14 1.515 -7.475 -2.576  0.000
H15 1.144 -7.168 -0.156  0.000
H16 0.455 -4.975 0.715  0.001
H17 -2.866 0.641 -3.381  0.000
H18 -4.748 1.577 -4.667  0.000
H19 -6.739 2.436 -3.486  0.000
H20 -6.826 2.401 -1.021  0.000
H21 -4.961 1.460 0.274  0.002
H22 -1.883 1.640 1.419  -0.032
H23 -2.267 1.694 3.868  0.001
H24 -3.790 0.036 4.896  0.000
H25 -4.884 -1.673 3.498  0.000
H26 -4.481 -1.768 1.094  0.000
O1 2.320 -0.629 2.621  -0.001
C28 2.753 -1.148 1.602  0.003
N1 3.918 -1.814 1.472  0.002
C29 4.111 -2.332 0.139  -0.001
C30 2.804 -1.757 -0.554  -0.023
O2 2.511 -1.910 -1.714  -0.005
N2 2.111 -1.131 0.382  0.040
C31 5.374 -1.823 -0.515  -0.001
C32 5.505 -1.621 -1.888  0.000
C33 6.736 -1.309 -2.439  0.000
C34 7.853 -1.173 -1.624  0.000
C35 7.722 -1.342 -0.253  0.000
C36 6.498 -1.652 0.302  0.000
C37 3.988 -3.838 0.072  0.001
C38 4.143 -4.500 -1.146  0.000
C39 4.197 -5.879 -1.185  0.000
C40 4.099 -6.618 -0.011  -0.003
C41 3.903 -5.963 1.196  0.001
C42 3.818 -4.585 1.242  -0.003
H27 4.560 -1.940 2.236  0.000
H28 4.636 -1.671 -2.531  0.000
H29 6.827 -1.139 -3.501  0.000
H30 8.812 -0.917 -2.050  0.000
H31 8.583 -1.248 0.392  0.000
H32 6.431 -1.818 1.366  0.000
H33 4.237 -3.926 -2.054  0.000
H34 4.344 -6.382 -2.126  0.000
H35 4.163 -7.696 -0.039  0.000
H36 3.832 -6.528 2.112  0.000
H37 3.650 -4.094 2.190  0.000

Force components x, y, z for each atom (eV/Å):
1.5 -1.2 -0.4
-0.4 0.2 -1.1
0.0 -0.2 0.1
-0.4 -0.7 1.3
0.0 -0.1 -0.1
0.1 -0.1 -0.1
0.4 0.0 0.0
0.2 0.1 0.1
-1.5 0.3 0.2
0.4 0.3 -0.1
0.1 0.1 -0.1
-0.1 0.0 0.0
0.2 0.0 0.0
0.1 0.0 0.2
0.2 0.1 -0.4
0.7 0.6 -0.1
0.0 0.1 0.0
0.0 0.0 0.0
-0.1 0.0 0.1
-0.1 -0.1 -0.1
-0.1 0.2 0.2
-0.3 -0.9 1.0
0.8 0.4 -0.1
0.0 0.0 0.2
0.1 0.0 -0.1
0.0 0.0 0.1
-0.1 0.0 -0.1
0.2 -0.2 0.1
0.2 0.4 -0.2
-0.1 0.1 -0.4
0.0 -0.1 0.1
0.0 0.1 0.0
-0.1 0.1 -0.1
0.1 0.1 -0.1
0.0 0.2 -0.1
0.1 0.0 0.2
-0.1 -0.2 0.1
0.1 0.1 0.0
0.0 -0.1 0.0
-0.1 -0.1 0.0
0.0 0.0 0.1
0.0 0.0 0.1
0.0 -0.2 0.1
0.0 0.0 -0.2
0.0 0.0 -0.1
0.1 -0.1 -0.1
0.0 0.0 0.0
0.0 0.0 0.1
0.0 0.0 -0.1
0.0 0.1 -0.1
-0.1 0.1 0.0
-0.1 0.1 0.0
0.0 0.0 0.0
0.0 -0.1 0.2
0.0 0.1 0.1
0.0 0.0 0.1
-0.1 0.0 0.0
0.0 0.0 0.0
-0.4 0.3 0.6
0.5 -0.4 0.0
-0.1 0.1 0.1
-1.1 0.4 -0.8
1.7 -0.7 -0.2
-0.5 0.0 -0.6
-3.1 1.5 0.4
0.7 0.1 0.2
-0.4 0.0 0.1
0.4 0.2 0.2
-0.2 0.0 0.0
0.3 0.1 0.0
-0.4 -0.3 -0.4
0.2 -0.5 0.3
0.0 0.2 0.2
0.0 -0.1 0.3
0.0 0.2 0.0
-0.1 -0.3 -0.1
0.1 0.3 -0.4
-0.1 0.1 0.0
0.0 -0.2 0.0
0.0 0.0 -0.1
0.1 0.0 0.0
0.1 0.1 0.0
0.1 0.0 0.1
0.1 0.0 -0.1
0.0 -0.1 -0.2
0.1 -0.1 0.0
-0.1 -0.1 0.1
0.1 0.0 0.0

=====

Result set for relative energy (zero: lowest compared OMol25 entry of this formula, charge and spin): 1.194 1.397 0.000 3.823 eV, one per record in the order listed.